# 1
{
  "formula": "C2H6ClF",
  "method": "the ωB97M-V functional and the def2-TZVPD basis",
  "homo_lumo_gap_ev": 10.892,
  "smiles": "CCCl.F",
  "max_force_ev_per_a": 2.6,
  "lumo_energy_ev": 0.56,
  "de_lowest_kcal_mol": 13.9,
  "elements": ["H", "H", "C", "H", "F", "C", "H", "H", "H", "Cl"],
  "coordinates": [[0.010414, -0.954266, -0.957009], [1.236856, 1.197464, 0.872186], [1.218022, 0.581070, -0.028866], [1.243083, 1.239652, -0.895210], [-2.432606, -0.180276, -0.103773], [0.010329, -0.335322, -0.056253], [-0.902254, 0.263470, -0.045901], [-3.133434, -0.463392, 0.441986], [0.001595, -0.995690, 0.816306], [2.747992, -0.352710, -0.043463]],
  "forces_ev_per_a": [[0.00, 0.07, 0.08], [0.03, -0.11, -0.11], [-0.18, -0.09, 0.10], [0.04, -0.06, 0.01], [-2.52, -0.48, 0.21], [0.78, 0.45, 0.00], [1.56, 0.02, 0.04], [0.12, 0.12, -0.24], [0.01, 0.09, -0.10], [0.16, 0.00, 0.00]],
  "mulliken_charge": [0.302, 0.293, -0.307, 0.297, -0.391, -1.003, 0.370, 0.377, 0.298, -0.235]
}

# 2
{
  "formula": "C3H7N3OS",
  "method": "the ωB97M-V functional and the def2-TZVPD basis",
  "homo_lumo_gap_ev": 9.271,
  "smiles": "CNC(=O)NNC=S",
  "max_force_ev_per_a": 2.9,
  "lumo_energy_ev": 0.52,
  "de_lowest_kcal_mol": 31.6,
  "elements": ["H", "S", "H", "H", "H", "H", "O", "C", "C", "N", "H", "H", "N", "N", "C"],
  "coordinates": [[-1.613131, -1.053217, 0.495384], [2.824207, 0.911938, -0.662731], [-2.283855, -1.198444, -1.115663], [0.717491, 1.417186, 1.626194], [-0.608966, -1.675286, -0.833580], [-1.720000, 0.858746, -1.479628], [-0.853047, 2.497662, 0.060392], [-0.592584, 1.321023, 0.023778], [-1.421843, -0.945679, -0.583981], [0.951140, -0.406964, 0.780490], [2.535613, -1.362602, 0.122614], [0.678941, -1.189363, 1.344397], [-0.969261, 0.424235, -0.950014], [0.229432, 0.735573, 1.060849], [2.125867, -0.334802, 0.111505]],
  "forces_ev_per_a": [[-0.10, 0.19, -0.35], [-0.31, -0.13, 0.33], [-1.34, -0.26, -0.88], [0.01, 0.15, -0.21], [-0.82, 0.50, 0.09], [0.48, 0.20, -0.14], [-0.18, -0.25, -0.15], [1.52, -0.42, 1.22], [2.76, -0.14, 0.96], [0.22, 1.49, 0.02], [0.27, 0.52, -0.19], [0.33, -0.41, -0.08], [-1.60, -0.32, 0.10], [-1.26, 0.39, -0.75], [0.01, -1.49, 0.04]],
  "mulliken_charge": [0.279, -0.281, 0.379, 0.293, 0.224, 0.324, -0.604, 0.400, -0.801, -0.103, 0.305, 0.257, -0.204, -0.291, -0.176]
}

# 3
{
  "formula": "C17H27EuFNO2P2",
  "method": "the ωB97M-V functional and the def2-TZVPD basis",
  "homo_lumo_gap_ev": [4.142, 5.232],
  "multiplicity": 8,
  "total_charge": 1,
  "max_force_ev_per_a": 5.9,
  "lumo_energy_ev": [-3.26, -3.29],
  "elements": ["C", "P", "H", "H", "C", "H", "H", "H", "H", "C", "H", "C", "C", "H", "H", "C", "C", "C", "H", "C", "H", "H", "H", "H", "H", "Eu", "O", "C", "H", "H", "H", "C", "F", "H", "C", "H", "P", "H", "H", "H", "C", "H", "N", "C", "C", "H", "H", "H", "C", "C", "O"],
  "coordinates": [[-0.718718, 1.469269, -2.524383], [-2.408118, 0.859926, -0.138121], [1.011061, 3.934872, 2.365896], [-1.635509, 1.612207, 4.817274], [-1.436245, 0.901384, 2.670136], [-3.869314, -1.090450, 0.366122], [4.448298, 0.762083, 0.885741], [-1.878239, -0.105857, 2.820574], [-4.633513, 0.190846, -0.692390], [-1.176606, 1.467304, 1.387186], [-1.497901, 2.123257, -4.467066], [1.821679, 2.144906, -3.419413], [-0.351369, 2.821986, 3.596609], [3.684537, 1.196473, -1.945758], [2.744176, 1.880010, -0.568878], [-2.108611, 1.195625, -1.975003], [-3.481583, 2.176873, 0.698784], [2.800068, 1.084487, -1.323503], [2.511387, -1.633880, -2.474662], [1.645439, 1.449567, -2.226858], [0.624140, 2.282199, 0.369238], [-2.923028, 3.096538, 0.638330], [-1.266847, -2.623794, 1.223600], [-2.783042, 2.024759, -2.232607], [-4.441966, 2.151405, 0.189713], [0.294611, -0.200577, 0.370582], [-0.448005, -2.693607, 0.609817], [3.305329, -1.599974, -1.722572], [3.365824, -2.629283, -1.352718], [4.241268, -1.258953, -2.185112], [0.228680, -3.331567, 1.352458], [4.507911, -0.219314, 0.405470], [-0.352219, 3.831639, 4.545738], [-3.419136, -0.990731, -1.350210], [-0.011607, 2.248353, 1.267746], [2.782321, 2.535201, -3.724857], [2.883995, -0.489746, -0.333223], [5.260377, -0.308293, -0.391149], [-2.514332, 0.341646, -2.516065], [-1.008489, -3.536607, -4.887196], [0.330962, 3.071550, 2.401270], [-3.423618, 1.793343, 1.691289], [0.387318, 1.222222, -1.754278], [-3.723644, -0.404789, -0.476994], [-0.622859, 2.027000, -3.800453], [-2.250044, -3.687930, -3.980706], [4.577305, -0.980615, 1.187827], [0.768215, 2.845384, -5.208391], [-1.180916, 1.720665, 3.798320], [0.659138, 2.418094, -4.251619], [-1.741361, -4.119907, -4.732236]],
  "forces_ev_per_a": [[0.62, 0.50, 0.82], [0.54, -0.94, 0.16], [-0.15, -0.62, -0.12], [0.63, -0.39, -1.11], [-0.28, 0.47, 1.60], [-0.18, 0.35, -0.14], [0.44, -0.13, -0.07], [-0.33, 0.80, -0.21], [0.08, -0.79, 0.04], [1.70, -1.80, -0.89], [0.51, 0.08, 0.65], [-1.98, 0.33, -1.10], [-0.43, 1.69, -0.44], [0.42, -0.03, 0.34], [0.62, 0.02, 0.04], [-0.09, 0.97, 0.46], [0.62, -1.22, -2.39], [-0.69, 1.01, -0.11], [0.04, 0.26, 0.04], [-1.20, 0.29, -0.24], [-0.57, 0.64, 0.10], [-0.22, 0.47, 0.00], [1.62, -0.19, -1.59], [0.28, 0.06, -0.23], [-0.28, 0.49, 0.46], [-2.42, 0.08, 0.73], [1.40, -2.45, 5.15], [-0.18, -0.53, 0.00], [0.41, 0.14, -0.10], [-0.21, -0.34, 0.04], [-2.90, 2.73, -3.46], [-0.48, -0.15, 0.24], [0.33, -1.06, -0.45], [-0.14, 0.02, 0.25], [1.17, 2.00, 1.90], [0.12, -0.33, -0.06], [1.00, 0.15, -1.60], [0.04, 0.17, 0.63], [0.04, -0.14, 0.24], [0.55, 0.41, -0.17], [-0.47, -0.82, -0.33], [-0.75, 0.03, 0.80], [-0.60, -0.73, -1.12], [-0.61, 0.27, -0.02], [1.37, 0.10, -0.63], [0.95, -0.88, -1.48], [0.58, 0.13, -0.14], [0.23, 0.60, -0.87], [-0.04, -0.58, -0.04], [0.39, -1.58, 2.79], [-1.50, 0.46, 1.64]],
  "mulliken_charge": [0.646, 1.189, 0.375, 0.353, -0.350, 0.361, 0.368, 0.287, 0.372, -0.690, 0.468, -0.889, 0.509, 0.595, 0.482, -1.559, -1.517, -1.447, 0.368, 0.750, 0.528, 0.374, 0.356, 0.549, 0.523, 0.417, -0.723, -1.279, 0.389, 0.406, 0.398, -1.187, -0.328, 0.415, 0.416, 0.477, 0.483, 0.341, 0.489, 0.303, -1.044, 0.467, 0.222, -1.367, -0.895, 0.315, 0.417, 0.468, -0.484, -0.505, -0.616]
}

# 4
{
  "formula": "C40H42N5O2SScSe2Si2",
  "method": "the ωB97M-V functional and the def2-TZVPD basis",
  "homo_lumo_gap_ev": 4.956,
  "total_charge": -2,
  "max_force_ev_per_a": 0.5,
  "lumo_energy_ev": 3.82,
  "de_lowest_kcal_mol": 0.0,
  "elements": ["H", "H", "C", "H", "N", "H", "H", "H", "Se", "C", "H", "H", "H", "C", "N", "C", "H", "H", "C", "N", "H", "H", "H", "Se", "C", "C", "H", "C", "C", "N", "H", "C", "C", "H", "H", "H", "H", "C", "H", "H", "C", "H", "H", "Si", "H", "C", "H", "C", "N", "H", "C", "H", "H", "H", "C", "H", "C", "H", "Si", "H", "C", "C", "C", "C", "C", "H", "H", "C", "C", "C", "Sc", "H", "C", "C", "C", "C", "C", "C", "S", "H", "C", "C", "C", "C", "H", "O", "H", "C", "C", "O", "C", "C", "H", "H", "H"],
  "coordinates": [[5.888335, -2.291555, -0.315729], [1.540434, -4.865060, 1.040729], [-0.869599, -2.009792, -4.251382], [0.317082, 3.847050, 6.005759], [0.592122, -2.349026, 0.891405], [-2.145569, 3.433262, 5.775266], [-1.912752, -1.753946, -4.043287], [-5.290723, -2.500685, -2.780718], [-4.289138, 2.387909, -2.168567], [-3.594526, -2.143737, -1.506465], [1.568391, -0.101110, -5.287399], [4.019796, 3.102332, -2.277938], [-1.237106, 0.818196, -4.321125], [1.506535, -4.467062, 0.035407], [-3.008853, 0.135446, -1.149468], [-1.439180, 3.009723, 5.069727], [-5.733874, -0.054591, -3.097237], [2.534672, 0.083388, -3.813518], [-4.900027, -0.405177, -2.504747], [1.324462, 1.632757, -0.946302], [1.630082, -3.829599, 4.398006], [-0.557607, 2.426467, -0.740322], [-1.202995, 1.094891, -2.576673], [-5.130181, 2.918760, -0.084672], [1.043984, -3.158637, -0.149004], [-1.505947, 4.368854, 1.116499], [1.553903, -3.064602, -3.514486], [-0.070393, 3.236935, 5.195500], [0.386467, 1.840362, 3.227232], [0.524220, -1.342628, -1.686570], [-1.059882, -4.781808, 3.505922], [1.517558, -3.449765, -2.502263], [-1.769630, 5.080368, 2.271673], [2.454439, -2.508155, 3.551237], [-0.552062, -5.275303, 1.882377], [0.132913, 1.658589, -3.588733], [2.471071, -4.131785, 2.865476], [1.977918, -4.746707, -2.289507], [6.637540, -0.461676, -1.822458], [-1.557894, -1.381262, 3.108275], [5.227148, -1.456366, -0.527865], [3.642778, -2.253729, 0.650203], [-5.100607, 4.520406, 2.291086], [0.280457, -2.941414, 2.473172], [2.349826, -5.328461, -3.126540], [2.994739, 2.968965, -1.965211], [5.129918, 1.397861, -2.319358], [1.856491, -3.413314, 3.411134], [-2.444173, 3.747384, 0.394068], [-2.933638, 2.052214, 3.861283], [3.516850, 0.644310, -1.070228], [-0.708163, -1.911443, -5.330642], [-0.487337, 4.273502, 0.759526], [1.872396, 2.811500, 4.413043], [-3.082375, 5.140771, 2.713810], [-1.962265, -1.410760, -0.290325], [-2.799804, -1.157329, -0.929372], [2.326457, -6.269920, -0.805135], [0.271308, -0.823248, -3.299143], [-1.869611, -4.124598, 2.077972], [2.598550, 1.775878, -1.347802], [5.651680, -0.433271, -1.370492], [-4.062055, 4.496708, 1.985126], [4.795334, 0.618349, -1.642854], [-1.010192, 1.672281, 3.073796], [-3.364523, -3.186051, -1.330704], [-0.720324, -3.054163, -3.974095], [-0.585700, 0.851494, -3.439975], [1.968007, -5.266316, -1.008328], [-0.900420, -4.432899, 2.480129], [0.781053, -0.293505, 0.289005], [2.386334, -1.497569, -4.563094], [-0.586822, -1.660930, 3.521618], [-3.681913, 3.805415, 0.835044], [-4.033319, 0.491802, -1.894111], [-1.878298, 2.239618, 4.011856], [0.447329, 2.621571, -1.103797], [3.047710, -0.382035, -0.227066], [1.702139, 1.105480, 2.312162], [-0.751139, -2.082909, 4.519586], [1.020564, -2.626551, -1.483347], [0.774944, 3.824082, -1.702196], [1.840967, -0.578800, -4.339387], [3.953271, -1.423493, 0.021524], [0.017617, -0.759671, 3.631325], [-2.935088, 0.809334, 1.984998], [0.023225, 4.593464, -1.817950], [-4.654814, -1.759023, -2.311321], [-1.714677, 0.909148, 1.956276], [-0.983236, 0.399108, 1.034803], [2.079699, 3.987786, -2.143491], [0.805095, 2.663842, 4.298370], [-3.334596, 5.667914, 3.626262], [-0.958527, 5.522797, 2.832511], [2.387746, 4.913166, -2.617779]],
  "forces_ev_per_a": [[0.01, 0.01, -0.01], [-0.04, -0.03, 0.03], [0.00, 0.02, -0.02], [0.00, 0.00, 0.00], [0.07, 0.07, 0.00], [0.01, 0.00, 0.01], [-0.01, 0.02, 0.01], [0.00, 0.00, 0.01], [-0.03, 0.09, 0.06], [-0.04, 0.07, -0.03], [0.02, 0.00, -0.01], [0.00, -0.01, 0.00], [0.01, 0.03, 0.01], [0.07, 0.11, -0.01], [0.04, 0.17, 0.07], [-0.01, 0.01, -0.01], [0.01, 0.01, -0.01], [-0.02, 0.02, 0.03], [-0.01, -0.07, 0.01], [-0.03, -0.04, 0.08], [0.00, 0.00, 0.00], [-0.01, 0.02, -0.01], [-0.05, -0.03, 0.01], [-0.02, 0.06, -0.06], [-0.16, -0.13, 0.12], [0.02, -0.01, -0.02], [-0.01, -0.06, 0.08], [0.01, 0.00, -0.01], [0.06, -0.01, 0.02], [0.00, 0.15, 0.19], [0.00, 0.01, 0.00], [-0.01, 0.02, -0.11], [0.01, -0.04, 0.01], [-0.01, 0.01, 0.00], [0.04, -0.02, -0.02], [0.03, 0.03, 0.00], [0.01, -0.01, 0.02], [0.02, -0.08, 0.10], [0.00, -0.01, 0.01], [0.01, -0.02, 0.00], [-0.02, -0.05, 0.03], [-0.01, 0.00, 0.01], [0.01, -0.02, 0.02], [-0.08, 0.02, -0.19], [0.00, -0.01, 0.00], [-0.04, -0.02, 0.02], [-0.01, 0.01, 0.00], [-0.02, 0.00, -0.01], [0.02, 0.02, 0.01], [0.00, -0.01, -0.01], [0.05, -0.02, -0.02], [-0.03, -0.01, -0.01], [0.01, -0.01, -0.01], [0.00, 0.01, 0.00], [-0.02, 0.02, 0.00], [-0.01, 0.02, -0.01], [-0.03, -0.12, -0.04], [0.00, 0.00, -0.01], [-0.05, 0.02, 0.09], [0.00, 0.04, 0.01], [0.02, 0.04, -0.02], [0.05, 0.02, -0.04], [-0.02, 0.01, 0.00], [-0.05, -0.01, 0.04], [-0.07, 0.02, -0.06], [0.00, 0.00, 0.00], [0.02, 0.02, 0.00], [-0.01, -0.06, -0.02], [0.00, 0.04, -0.10], [0.08, 0.01, -0.01], [0.15, -0.46, -0.24], [-0.02, 0.03, -0.01], [0.04, -0.07, 0.05], [0.02, -0.02, -0.03], [0.06, -0.12, -0.09], [0.02, 0.01, 0.01], [0.03, -0.01, 0.01], [-0.11, 0.18, 0.01], [-0.20, 0.08, 0.04], [-0.01, 0.01, 0.01], [0.03, -0.16, 0.02], [-0.05, 0.00, 0.01], [0.02, -0.02, -0.03], [0.03, 0.04, -0.03], [-0.01, -0.02, 0.01], [-0.31, 0.00, 0.07], [0.00, 0.00, 0.00], [0.04, -0.01, 0.04], [0.34, 0.01, 0.07], [0.18, 0.15, -0.13], [0.03, 0.01, -0.01], [0.01, 0.00, -0.02], [0.00, -0.01, -0.01], [0.00, 0.01, 0.00], [0.00, 0.00, 0.00]],
  "mulliken_charge": [0.408, 0.238, -1.366, 0.340, 1.581, 0.410, 0.284, 0.341, -0.103, -1.080, 0.346, 0.352, 0.491, -0.476, 0.497, -0.672, 0.453, 0.195, -0.611, 1.807, 0.389, 1.012, -0.452, -0.069, 0.434, -0.024, 0.077, -0.671, 1.412, 0.828, 0.349, -0.448, -0.685, 0.225, 0.349, 0.283, 0.322, -1.201, 0.339, 0.175, -0.818, 0.227, 0.318, 0.041, 0.359, -1.111, 0.248, -1.203, 0.043, 0.432, 1.130, 0.361, 0.134, 0.456, -0.334, 0.804, -0.567, 0.323, 0.528, 0.255, 0.843, -0.836, -0.759, -0.931, 0.465, 0.493, 0.373, -0.586, -1.157, -1.195, -2.359, 0.381, -0.744, 0.553, -0.095, -1.350, -1.729, 0.865, -0.522, 0.541, 0.387, -0.809, -1.244, -0.208, -0.053, -0.807, 0.513, -0.369, -0.285, 1.679, -0.839, -1.031, 0.367, 0.364, 0.379]
}

# 5
{
  "formula": "C6H6",
  "method": "the ωB97M-V functional and the def2-TZVPD basis",
  "homo_lumo_gap_ev": 9.475,
  "max_force_ev_per_a": 2.1,
  "lumo_energy_ev": -0.05,
  "de_lowest_kcal_mol": 161.4,
  "elements": ["H", "C", "C", "H", "H", "C", "C", "H", "C", "C", "H", "H"],
  "coordinates": [[0.560591, 0.522957, 1.682179], [-2.008410, -0.510680, -0.203427], [0.462260, 0.296947, 0.625036], [0.996144, 2.175765, -0.224556], [-1.713214, -1.521217, -0.349846], [-0.839294, -0.111053, 0.226317], [0.397192, -2.402299, 0.091174], [-3.025002, -0.205672, -0.425107], [1.277819, 1.127302, -0.331522], [0.453549, -1.164059, 0.363653], [1.105953, 0.801220, -1.361873], [2.332412, 0.990789, -0.092028]],
  "forces_ev_per_a": [[0.14, 0.16, 0.06], [0.57, -0.76, 0.00], [0.00, 0.57, 0.19], [0.15, 0.00, -0.08], [-1.74, -1.01, -0.67], [0.20, -0.70, -0.06], [0.26, 1.08, 0.30], [0.53, 0.81, 0.30], [0.19, 0.18, -0.05], [-0.29, -0.57, -0.13], [0.01, 0.07, 0.22], [-0.01, 0.15, -0.08]],
  "mulliken_charge": [0.309, -0.617, 0.569, 0.332, 0.280, -0.091, -0.753, 0.339, -1.202, 0.167, 0.342, 0.324]
}

# 6
{
  "formula": "C4H8",
  "method": "the ωB97M-V functional and the def2-TZVPD basis",
  "homo_lumo_gap_ev": 10.144,
  "smiles": "C1=CC1.C",
  "max_force_ev_per_a": 4.9,
  "lumo_energy_ev": 0.51,
  "de_lowest_kcal_mol": 116.2,
  "elements": ["H", "H", "C", "H", "C", "H", "C", "C", "H", "H", "H", "H"],
  "coordinates": [[-0.516668, -1.454666, 1.150891], [1.500241, 0.931602, -0.312423], [-1.493321, -0.491516, -0.568545], [-2.405754, -0.518540, -1.123167], [-0.336111, 0.004116, -1.009691], [1.974151, -0.349445, 0.547814], [2.050112, 0.742960, 0.567949], [-0.848671, -0.517368, 0.671115], [1.580980, 1.156504, 1.456652], [3.092655, 1.087688, 0.667195], [-0.562972, 0.447384, -1.965433], [-0.993425, 0.171866, 1.494344]],
  "forces_ev_per_a": [[0.77, 0.24, -1.07], [0.02, 1.23, -0.83], [-0.09, 0.58, -2.60], [-0.93, -0.33, 0.59], [-3.06, -2.38, 2.92], [0.42, 0.10, 0.64], [1.22, -0.62, 1.27], [1.27, 0.01, 0.53], [-0.55, -0.16, -0.06], [-0.32, -0.24, -0.72], [1.52, 0.82, -0.30], [-0.28, 0.74, -0.38]],
  "mulliken_charge": [0.241, 0.254, -0.277, 0.392, -0.507, 0.269, -1.022, -0.447, 0.237, 0.304, 0.327, 0.229]
}